#i
Entry from the Open Molecules 2025 dataset: 2 unconnected molecules or ions with the total composition C5H12O3 (ωB97M-V with the def2-TZVPD basis set).

structure (SMILES)	CC(C)=O.COCO
multiplicity	1
net charge	0

Last column: natural (NBO) charge in e.
CARTESIAN COORDINATES (ANGSTROEM)
C: -0.627 -1.298 -0.309  0.706
C: 1.320 1.097 0.764  0.239
C: 0.416 2.474 -0.942  -0.266
C: -1.690 -0.564 0.454  -0.727
C: -0.196 -2.626 0.243  -0.722
O: 1.227 -0.159 0.170  -0.780
O: 0.318 2.007 0.395  -0.548
O: -0.299 -0.952 -1.480  -0.690
H: 0.884 -0.246 -0.892  0.524
H: 1.214 0.966 1.845  0.161
H: 2.315 1.525 0.547  0.128
H: -0.295 3.292 -1.038  0.195
H: 0.154 1.696 -1.667  0.180
H: 1.428 2.839 -1.157  0.169
H: -2.639 -1.083 0.295  0.239
H: -1.781 0.458 0.098  0.249
H: -1.472 -0.568 1.520  0.230
H: -1.068 -3.274 0.347  0.232
H: 0.530 -3.097 -0.414  0.238
H: 0.261 -2.485 1.221  0.243

***

#ii
Entry from the Open Molecules 2025 dataset: 2 unconnected molecules or ions with the total composition C5H12O3 (ωB97M-V with the def2-TZVPD basis set).

multiplicity	1
net charge	0

Last column: natural (NBO) charge in e.
CARTESIAN COORDINATES (ANGSTROEM)
C: -0.579 1.110 0.695  0.111
C: -1.260 -1.953 0.777  -0.268
C: -1.277 1.280 -0.601  -0.694
O: -0.202 -1.054 1.062  -0.602
H: 0.033 1.926 1.054  0.199
H: -1.213 0.739 1.488  0.208
H: -1.105 -2.895 1.311  0.183
H: -2.194 -1.499 1.127  0.171
H: -1.332 -2.148 -0.296  0.203
H: -0.610 1.592 -1.400  0.233
H: -1.793 0.373 -0.909  0.241
H: -2.040 2.057 -0.443  0.244
C: 1.997 0.982 -0.839  -0.273
C: 1.036 -1.179 0.162  0.661
O: 1.309 0.474 0.290  -0.578
O: 0.874 -1.639 -0.966  -0.735
H: 1.814 -1.555 0.848  0.120
H: 1.620 0.527 -1.758  0.202
H: 3.068 0.797 -0.711  0.196
H: 1.853 2.066 -0.892  0.177

***

#iii
Entry from the Open Molecules 2025 dataset: 3 unconnected molecules or ions with the total composition C5H12O3 (ωB97M-V with the def2-TZVPD basis set).

structure (SMILES)	C/C=C/C=C/O.O.O
multiplicity	1
net charge	0

Last column: natural (NBO) charge in e.
CARTESIAN COORDINATES (ANGSTROEM)
C: 0.791 2.510 -0.041  -0.648
C: 0.351 1.214 -0.665  -0.157
C: -0.696 0.530 -0.204  -0.247
C: -1.040 -0.789 -0.703  -0.338
C: -2.006 -1.610 -0.277  0.161
O: -2.215 -2.876 -0.747  -0.681
H: 1.844 2.472 0.259  0.213
H: 0.666 3.351 -0.726  0.215
H: 0.242 2.728 0.886  0.212
H: 0.910 0.968 -1.561  0.207
H: -1.320 0.928 0.589  0.206
H: -0.407 -1.268 -1.438  0.199
H: -2.779 -1.350 0.432  0.177
H: -1.687 -3.024 -1.540  0.474
H: 2.928 -1.681 -1.462  0.471
H: 1.702 -2.203 -0.787  0.470
O: 2.001 -1.455 -1.322  -0.936
H: -0.145 0.003 3.553  0.467
H: 0.590 0.700 2.428  0.472
O: 0.270 0.852 3.326  -0.939

***

#iv
Entry from the Open Molecules 2025 dataset: 2 unconnected molecules or ions with the total composition C5H12O3 (ωB97M-V with the def2-TZVPD basis set).

structure (SMILES)	COC=O.CCOC
multiplicity	1
net charge	0

Last column: natural (NBO) charge in e.
CARTESIAN COORDINATES (ANGSTROEM)
C: -0.830 0.526 0.713  -0.054
C: 1.251 1.617 -0.295  -0.256
C: -1.428 1.847 1.109  -0.660
O: 0.780 0.679 0.669  -0.575
H: -0.932 -0.242 1.480  0.210
H: -1.214 0.161 -0.238  0.190
H: 0.545 1.735 -1.122  0.176
H: 1.456 2.572 0.192  0.175
H: 2.195 1.262 -0.718  0.185
H: -1.948 2.290 0.255  0.209
H: -2.199 1.674 1.871  0.223
H: -0.709 2.569 1.497  0.234
C: -0.398 -2.436 -1.259  -0.261
C: 1.365 -1.442 0.083  0.681
O: 0.590 -1.425 -1.139  -0.570
O: 1.102 -2.197 1.007  -0.604
H: 2.382 -1.107 -0.175  0.140
H: -0.117 -3.364 -0.751  0.199
H: -0.543 -2.651 -2.322  0.190
H: -1.348 -2.067 -0.858  0.168

***

What is the most stable structure shown above? It is #iii.